127
Properties=species:S:1:pos:R:3 method="wB97M-V/def2-TZVPD" mol_weight_g_mol=1614.8 orbital_gap_ev=7.0 e_homo_ev=-11.18 fmax_ev_per_a=4.5 total_energy_ev=-397647.6053 charge=+1
I -1.90 -0.43 3.37
Br -3.84 -3.22 2.02
Cl -0.10 8.17 -1.56
Cl 3.50 5.73 -5.37
Cl -1.21 -4.47 -4.33
Cl -5.72 -0.59 4.36
Cl 7.26 -2.84 3.38
Cl 1.22 5.00 -2.90
Cl -1.95 -3.39 9.09
Cl 5.03 -0.44 4.32
Cl -0.17 4.21 0.82
Cl 0.55 9.46 -7.09
Cl 2.41 9.69 -4.24
Cl 2.88 -6.29 -0.59
Cl -2.41 6.10 -2.97
Cl 4.31 -4.57 -3.16
Cl -2.46 -2.16 -6.50
Cl -6.84 -3.08 2.32
Cl 2.14 6.25 2.28
Cl -2.28 -1.66 6.17
S 0.27 2.41 -1.98
P 1.02 -1.12 -1.78
P -3.87 -2.97 -1.66
F 2.36 -3.92 2.49
F 1.81 -3.12 4.61
F 0.20 -4.13 3.31
O -3.71 -1.67 -2.77
O 1.80 -2.65 -1.60
O -1.32 -2.25 -1.24
O 3.00 1.99 2.25
O -5.38 -2.91 -0.90
O 0.59 -1.15 -3.45
O 1.12 -2.04 2.75
O -0.17 0.21 1.42
O -0.97 -6.33 -0.95
O -3.80 -4.27 -2.45
N -1.36 0.10 -1.21
N -1.53 -1.67 1.69
C -1.99 -4.28 -0.06
C 0.01 5.97 0.59
C -2.69 -4.62 -5.31
C 2.79 4.22 -3.19
C 0.87 -2.11 1.31
C 2.86 8.85 -5.74
C 4.94 -4.73 -1.50
C -0.76 -2.12 6.97
C 1.99 0.99 2.61
C 1.13 1.65 3.78
C 1.14 0.77 1.24
C -3.73 -0.67 0.74
C 1.46 6.40 0.65
C -2.24 7.86 -3.23
C -0.80 8.31 -3.19
C -2.77 -1.93 0.88
C 1.36 -3.31 3.29
C -0.97 -4.89 -1.18
C 6.42 -2.72 4.94
C 3.85 5.17 -3.72
C -0.87 -3.46 7.68
C 5.02 -2.16 4.80
C -0.59 1.07 -1.55
C -7.40 -1.17 4.21
C -7.46 -2.66 3.94
C -0.34 -1.11 0.86
C -0.60 -1.12 -0.72
C 4.62 -6.09 -0.90
C 2.33 9.56 -6.97
C -2.40 -2.74 -0.44
C -2.55 -3.94 -6.65
H 3.95 8.82 -5.77
H 4.44 -2.71 4.05
H 7.03 -2.11 5.61
H 3.95 6.05 -3.08
H -0.49 -1.33 7.67
H 0.80 0.79 4.48
H -1.24 -4.60 -2.24
H 4.49 -2.22 5.75
H 1.66 -3.18 -2.42
H -7.89 -0.95 5.15
H 0.01 -2.18 6.20
H 1.53 7.46 0.37
H -1.29 -2.58 2.14
H 4.94 -6.90 -1.55
H 6.02 -4.60 -1.56
H 0.18 2.11 3.36
H -0.62 -6.52 -0.05
H 0.11 -3.77 8.04
H 3.33 1.79 1.34
H 2.63 3.39 -3.88
H -2.84 8.37 -2.47
H -0.18 7.73 -3.87
H 2.08 5.83 -0.04
H -6.88 -3.23 4.67
H 2.49 7.82 -5.68
H 5.13 -6.19 0.06
H 3.12 3.80 -2.24
H 4.81 4.67 -3.75
H 1.83 0.27 0.49
H -7.89 -0.60 3.42
H -2.67 8.07 -4.21
H -5.80 -3.80 -0.95
H -8.49 -3.01 3.99
H 2.73 9.09 -7.87
H 1.72 2.36 4.44
H -3.52 -4.21 -4.73
H -3.14 0.32 0.68
H -2.87 -5.68 -5.45
H -0.41 6.19 -0.39
H -1.41 -4.35 0.92
H 2.58 0.07 2.92
H 0.09 -4.51 -0.93
H 0.03 -1.94 -3.63
H 0.99 1.84 0.85
H -2.90 -4.97 -0.10
H 4.52 -3.92 -0.90
H 1.86 -1.83 0.81
H -0.60 6.47 1.35
H 0.51 -3.16 1.01
H 2.61 10.61 -6.99
H -0.73 9.36 -3.48
H -1.24 -4.24 7.01
H -1.66 -4.28 -7.19
H -4.41 -0.65 1.66
H -4.64 -1.48 -3.03
H -4.42 -0.67 -0.16
H 6.37 -3.73 5.36
H -3.43 -4.16 -7.27